Entry from the Open Molecules 2025 dataset: a cluster of 2 separate species, C9H14S in total (ωB97M-V/def2-TZVPD).

Geometry as XYZ:
```
24
Properties=species:S:1:pos:R:3:nbo_charge:R:1
C 1.7997 -1.5936 -1.7599 -0.63
C 1.7006 -0.8505 -0.4524 -0.02
C 1.4592 -1.5516 0.7445 -0.21
C 1.6115 -1.0284 1.9886 -0.20
C 1.8602 0.4011 1.9641 -0.23
C 2.0167 1.1187 0.8342 -0.21
C 1.9911 0.5074 -0.4469 -0.22
H 1.9758 -2.6798 -1.5319 0.21
H 2.6227 -1.2484 -2.4067 0.22
H 0.8092 -1.5541 -2.2218 0.22
H 1.3382 -2.6548 0.6708 0.20
H 1.6308 -1.5259 2.9412 0.22
H 1.7652 0.9638 2.8893 0.21
H 2.1588 2.2002 0.7397 0.22
H 1.9209 1.0013 -1.3958 0.21
C -2.9659 1.5696 0.9245 -0.75
S -3.7170 1.8380 -0.6852 0.17
C -2.9729 0.3803 -1.5244 -0.75
H -3.2850 2.3529 1.6135 0.23
H -3.1350 0.6052 1.3763 0.21
H -1.8914 1.4905 0.7833 0.22
H -2.2247 0.5770 -2.3068 0.22
H -3.9170 0.0013 -1.9882 0.23
H -2.5518 -0.3199 -0.7502 0.22
```

Calculated values
E_LUMO: 0.825 eV
DFT total energy: -20394.1758 eV
Net charge: 0
Molecular weight: 154.28 g/mol
Orbital gap: 9.179 eV
Relative energy (zero: lowest compared OMol25 entry of this formula, charge and spin): 25.60 kcal per mole
Spin multiplicity: 1
SMILES: Cc1ccccc1.CSC